Formula: C5H9NO
Source: the Open Molecules 2025 dataset
Level of theory: ωB97M-V/def2-TZVPD

Summary:
**Energy relative to the best compared isomer or geometry (same formula, charge and spin)**: 77.87 kJ/mol
**Lowest unoccupied orbital energy**: 0.03401 Eh
**SMILES**: C[C@@H]1C(=O)N[C@@H]1C

XYZ file:
```
16
Properties=species:S:1:pos:R:3:forces:R:3
C 0.4293 0.6409 1.6075 0.01 0.03 -0.03
C -0.2558 -0.4752 0.8378 0.15 -0.08 0.14
N -1.6277 -0.1808 0.4140 -0.21 0.12 -0.02
C -1.3711 -0.2350 -0.9286 -0.16 0.06 -0.21
O -2.0284 0.0257 -1.9063 0.20 -0.11 0.38
C 0.0765 -0.6891 -0.6794 0.08 -0.05 -0.09
C 1.1477 0.1233 -1.4094 0.07 0.03 -0.01
H 0.3626 1.5997 1.0828 0.02 -0.15 0.01
H 1.4856 0.4065 1.7798 -0.15 0.02 -0.05
H -0.0452 0.7606 2.5891 0.08 -0.01 -0.16
H -0.1950 -1.4072 1.4139 0.00 0.12 -0.09
H -2.4195 0.1938 0.9180 0.08 -0.07 -0.06
H 0.1815 -1.7583 -0.8895 -0.05 0.16 0.00
H 0.6791 0.8527 -2.0788 0.08 -0.08 0.14
H 1.7758 -0.5210 -2.0308 -0.07 0.10 0.13
H 1.8045 0.6634 -0.7201 -0.11 -0.08 -0.07
```
Positions in Å, forces in eV/Å.

=====

Formula: C5H9NO
Source: the Open Molecules 2025 dataset
Level of theory: ωB97M-V/def2-TZVPD

Summary:
**Energy relative to the best compared isomer or geometry (same formula, charge and spin)**: 561.90 kJ/mol
**Lowest unoccupied orbital energy**: 0.03517 Eh
**SMILES**: O[C@H]1C[C@]2(CN2)C1

XYZ file:
```
16
Properties=species:S:1:pos:R:3:forces:R:3
O -1.5812 -0.1533 1.3958 -0.11 -0.03 0.39
C -1.3158 -0.6303 0.1015 -0.61 -0.71 -0.03
C -0.8761 0.5238 -0.7869 0.10 -0.53 0.58
C 0.6042 0.0685 -0.1233 -1.52 -0.14 -0.13
C 1.7194 0.9572 -0.4265 -0.65 -0.34 -0.29
N 1.1029 0.9250 0.9391 -0.52 0.14 0.06
C 0.0704 -1.3075 0.0091 -0.19 -0.49 0.24
H -0.9265 0.5376 1.6001 -0.19 -0.18 -0.05
H -2.1558 -1.2248 -0.2280 -0.34 -0.14 0.09
H -1.3853 1.4912 -0.5894 0.69 -0.44 0.28
H -1.0147 0.3210 -1.8704 0.65 -0.15 0.57
H 0.7385 1.2366 -1.0213 3.94 2.70 -0.85
H 2.7852 0.6657 -0.5252 -1.10 0.36 -0.48
H 1.6410 0.3365 1.5897 -0.03 0.19 -0.61
H 0.2027 -1.8543 -0.9288 -0.11 -0.07 0.16
H 0.3910 -1.8930 0.8646 -0.01 -0.16 0.08
```
Positions in Å, forces in eV/Å.

=====

Formula: C5H9NO
Source: the Open Molecules 2025 dataset
Level of theory: ωB97M-V/def2-TZVPD

Summary:
**Energy relative to the best compared isomer or geometry (same formula, charge and spin)**: 157.59 kJ/mol
**Lowest unoccupied orbital energy**: 0.03341 Eh
**SMILES**: CC1(C)NCC1=O

XYZ file:
```
16
Properties=species:S:1:pos:R:3:forces:R:3
C 1.3333 -0.8542 0.0749 0.09 0.01 -0.02
C 0.2158 0.1840 -0.0882 0.18 0.19 -0.02
C 0.6723 1.6028 -0.4071 0.06 0.11 0.02
N -0.9064 -0.2588 -0.9607 0.05 -0.19 -0.21
C -1.7612 -0.6434 0.1790 -0.29 -0.06 0.17
C -0.7492 0.0464 1.0924 0.07 0.04 0.67
O -0.6943 0.3395 2.2549 -0.13 -0.12 -0.66
H 2.2017 -0.4251 0.5832 -0.15 -0.04 -0.05
H 1.6594 -1.2535 -0.8917 -0.03 0.17 0.05
H 0.9817 -1.6945 0.6829 0.06 0.01 -0.13
H 0.8616 1.7135 -1.4805 0.04 -0.12 0.17
H 1.5768 1.8806 0.1435 -0.14 -0.09 -0.04
H -0.1175 2.3150 -0.1419 0.13 -0.11 -0.10
H -0.6674 -1.0243 -1.5830 -0.02 0.09 0.11
H -2.7633 -0.2066 0.1665 0.06 -0.04 0.01
H -1.8432 -1.7214 0.3757 0.03 0.15 0.02
```
Positions in Å, forces in eV/Å.

=====

Formula: C5H9NO
Source: the Open Molecules 2025 dataset
Level of theory: ωB97M-V/def2-TZVPD

Summary:
**Energy relative to the best compared isomer or geometry (same formula, charge and spin)**: 288.15 kJ/mol
**Lowest unoccupied orbital energy**: 0.04068 Eh
**SMILES**: C[C@H]1N[C@H]1[C@H]1CO1

XYZ file:
```
16
Properties=species:S:1:pos:R:3:forces:R:3
C -2.0384 -0.2784 -0.1639 0.02 -0.06 -0.01
C -1.1782 0.5602 0.7508 -0.19 0.14 -0.08
N -0.2022 -0.0430 1.6503 0.03 -0.23 0.09
C 0.2762 0.7238 0.5005 0.11 0.18 -0.14
C 0.9139 -0.0004 -0.6549 -0.19 0.15 -0.02
C 2.3624 -0.1861 -0.7254 0.21 0.17 -0.08
O 1.5100 -1.2606 -0.3588 -0.02 -0.24 0.02
H -2.3578 0.3017 -1.0386 0.04 -0.08 0.15
H -2.9393 -0.6183 0.3581 0.15 0.03 -0.06
H -1.5013 -1.1635 -0.5234 -0.06 0.12 0.06
H -1.6977 1.4059 1.2004 0.08 -0.11 -0.07
H -0.0882 -1.0363 1.4513 -0.02 0.11 0.00
H 0.7486 1.6674 0.7715 -0.07 -0.12 -0.08
H 0.3603 -0.0002 -1.5956 0.09 0.04 0.13
H 2.8476 -0.2887 -1.6957 -0.07 0.01 0.16
H 2.9840 0.2165 0.0736 -0.10 -0.10 -0.07
```
Positions in Å, forces in eV/Å.